1.
{"formula": "C3H8O3S3", "method": "ωB97M-V with the def2-TZVPD basis set", "smiles": "OC[C@](O)(S)C(O)(S)S", "homo_lumo_gap_ev": 9.75, "e_tot_ha": -1539.3323, "elements": ["C", "C", "C", "O", "O", "O", "S", "S", "S", "H", "H", "H", "H", "H", "H", "H", "H"], "coordinates": [[1.315, -0.756, -0.468], [0.172, 0.311, -0.628], [-1.113, 0.027, 0.315], [1.634, -0.848, 0.885], [-0.211, 0.468, -1.889], [-0.727, -0.043, 1.615], [1.047, 1.860, 0.039], [-2.015, -1.526, -0.175], [-2.262, 1.560, 0.270], [0.921, -1.706, -0.824], [2.068, -0.241, -0.999], [1.765, 0.057, 1.217], [-0.835, 1.286, -2.138], [-0.077, -0.730, 1.823], [0.163, 1.736, 1.035], [-1.765, -1.468, -1.482], [-3.372, 0.870, 0.547]], "nbo_charge": [-0.102, 0.171, 0.060, -0.737, -0.745, -0.770, -0.133, -0.034, -0.070, 0.207, 0.184, 0.482, 0.517, 0.514, 0.166, 0.144, 0.144]}



2.
{"formula": "C9H30BF4MgO16S", "method": "ωB97M-V with the def2-TZVPD basis set", "spin_multiplicity": 2, "total_charge": 2, "homo_lumo_gap_ev": [8.53, 2.58], "e_tot_ha": -2587.0047, "s2": 0.767, "elements": ["Mg", "B", "F", "F", "F", "F", "O", "S", "O", "O", "C", "C", "C", "H", "H", "H", "H", "H", "H", "H", "H", "O", "H", "H", "O", "H", "H", "O", "H", "H", "O", "H", "H", "O", "H", "H", "O", "H", "H", "O", "H", "H", "C", "C", "O", "C", "O", "O", "H", "H", "H", "H", "C", "C", "O", "C", "O", "O", "H", "H", "H", "H"], "coordinates": [[-2.365, 1.272, 3.278], [0.195, 0.426, 1.724], [-0.391, -0.796, 1.453], [0.557, 1.107, 0.541], [-0.729, 1.214, 2.361], [1.284, 0.246, 2.557], [5.760, -0.275, -2.804], [4.777, -0.371, -1.728], [4.727, 0.780, -0.813], [3.301, -0.649, -2.475], [2.151, -0.541, -1.597], [1.044, -1.328, -2.379], [5.103, -1.968, -0.711], [1.900, 0.471, -1.279], [2.367, -1.193, -0.752], [1.227, -2.381, -2.169], [1.292, -1.175, -3.430], [0.021, -1.001, -2.197], [6.173, -2.010, -0.510], [4.873, -2.878, -1.265], [4.496, -2.092, 0.185], [-0.572, 3.686, 0.898], [-0.041, 2.890, 0.881], [-0.171, 4.227, 1.578], [2.546, -1.947, 2.508], [3.389, -1.507, 2.394], [1.896, -1.262, 2.352], [-2.999, 2.413, 1.742], [-2.471, 2.712, 1.001], [-3.859, 2.808, 1.599], [-1.470, 0.392, 4.728], [-1.517, 0.690, 5.636], [-0.750, -0.240, 4.720], [0.085, -1.663, 4.335], [0.639, -1.358, 3.617], [0.192, -2.614, 4.333], [-1.871, 3.162, 3.962], [-2.574, 3.812, 3.948], [-1.084, 3.664, 4.172], [-2.940, -0.405, 2.559], [-3.508, -0.459, 1.790], [-2.847, -1.311, 2.852], [-2.220, -2.891, -0.548], [-2.724, -2.478, -1.911], [-1.998, -3.173, -2.862], [-1.365, -4.178, -2.229], [-0.749, -5.103, -2.770], [-1.495, -4.016, -0.885], [-3.089, -3.221, 0.021], [-1.674, -2.069, -0.086], [-2.525, -1.418, -2.073], [-3.792, -2.659, -2.035], [-1.064, 2.755, -2.569], [-0.177, 3.557, -3.513], [-0.191, 2.783, -4.688], [-0.591, 1.513, -4.323], [-0.698, 0.562, -5.106], [-0.896, 1.463, -3.015], [-2.113, 3.021, -2.698], [-0.690, 2.762, -1.545], [0.805, 3.696, -3.063], [-0.590, 4.549, -3.696]], "nbo_charge": [1.831, 1.334, -0.552, -0.563, -0.607, -0.541, -0.483, 2.189, -0.549, -0.613, -0.108, -0.626, -0.815, 0.227, 0.187, 0.228, 0.251, 0.242, 0.286, 0.291, 0.281, -0.974, 0.492, 0.480, -0.952, 0.466, 0.466, -1.036, 0.549, 0.514, -1.059, 0.517, 0.546, -0.979, 0.492, 0.515, -1.009, 0.510, 0.528, -1.021, 0.520, 0.539, -0.093, -0.103, -0.461, 0.959, -0.555, -0.490, 0.183, 0.184, 0.183, 0.194, -0.101, -0.099, -0.463, 0.953, -0.557, -0.502, 0.184, 0.196, 0.179, 0.213]}



3.
{"formula": "CsNO3", "method": "ωB97M-V with the def2-TZVPD basis set", "homo_lumo_gap_ev": 9.40, "e_tot_ha": -300.4179, "elements": ["Cs", "N", "O", "O", "O"], "coordinates": [[-13.943, -30.047, 19.662], [-12.829, -28.610, 21.490], [-13.148, -29.825, 21.637], [-12.000, -27.985, 22.145], [-13.439, -28.026, 20.695]], "mulliken_charge": [0.795, 1.592, -0.930, -0.561, -0.895]}



4.
{"formula": "C4H10FNO2S", "method": "ωB97M-V with the def2-TZVPD basis set", "homo_lumo_gap_ev": 7.87, "e_tot_ha": -861.5828, "elements": ["C", "C", "C", "C", "N", "O", "O", "F", "S", "H", "H", "H", "H", "H", "H", "H", "H", "H", "H"], "coordinates": [[0.328, 0.580, 1.511], [0.265, -1.247, -0.048], [1.616, 0.445, -0.661], [-0.718, 0.789, -0.734], [0.363, 0.185, 0.067], [-2.456, -0.474, 1.088], [-2.425, -1.392, -1.237], [-0.886, 2.073, -0.320], [-2.548, -0.237, -0.339], [0.522, 1.640, 1.652], [-0.737, 0.437, 1.691], [0.949, -0.167, 1.998], [-0.240, -1.518, -0.923], [1.216, -1.761, -0.040], [-0.476, -1.619, 0.796], [1.666, -0.180, -1.520], [1.630, 1.513, -0.976], [2.473, 0.165, -0.142], [-0.541, 0.768, -1.864]], "nbo_charge": [-0.427, -0.466, -0.404, 0.080, -0.260, -1.022, -1.011, -0.364, 1.540, 0.234, 0.286, 0.218, 0.266, 0.214, 0.272, 0.221, 0.226, 0.213, 0.184]}



5.
{"formula": "C48H114O30P6S3", "method": "ωB97M-V with the def2-TZVPD basis set", "smiles": "CCOP(=O)(OCC)OCC.CCOP(=O)(OCC)OCC.CCOP(=O)(OCC)OCC.CCOP(=O)(OCC)OCC.CCOP(=O)(OCC)OCC.CCOP(=O)(OCC)OCC.O=S1(=O)CCCC1.O=S1(=O)CCCC1.O=S1(=O)CCCC1", "homo_lumo_gap_ev": 10.54, "e_tot_ha": -7397.4148, "elements": ["C", "C", "C", "S", "O", "O", "C", "H", "H", "H", "H", "H", "H", "H", "H", "C", "C", "C", "S", "O", "O", "C", "H", "H", "H", "H", "H", "H", "H", "H", "C", "C", "C", "S", "O", "O", "C", "H", "H", "H", "H", "H", "H", "H", "H", "C", "C", "O", "P", "O", "O", "C", "C", "O", "C", "C", "H", "H", "H", "H", "H", "H", "H", "H", "H", "H", "H", "H", "H", "H", "H", "C", "C", "O", "P", "O", "O", "C", "C", "O", "C", "C", "H", "H", "H", "H", "H", "H", "H", "H", "H", "H", "H", "H", "H", "H", "H", "C", "C", "O", "P", "O", "O", "C", "C", "O", "C", "C", "H", "H", "H", "H", "H", "H", "H", "H", "H", "H", "H", "H", "H", "H", "H", "C", "C", "O", "P", "O", "O", "C", "C", "O", "C", "C", "H", "H", "H", "H", "H", "H", "H", "H", "H", "H", "H", "H", "H", "H", "H", "C", "C", "O", "P", "O", "O", "C", "C", "O", "C", "C", "H", "H", "H", "H", "H", "H", "H", "H", "H", "H", "H", "H", "H", "H", "H", "C", "C", "O", "P", "O", "O", "C", "C", "O", "C", "C", "H", "H", "H", "H", "H", "H", "H", "H", "H", "H", "H", "H", "H", "H", "H"], "coordinates": [[2.622, 10.351, -6.200], [1.509, 10.671, -5.205], [1.223, 9.405, -4.282], [2.770, 8.347, -4.434], [2.397, 6.936, -4.407], [3.752, 8.827, -3.471], [3.182, 8.927, -6.076], [3.404, 11.110, -6.184], [2.329, 10.490, -7.241], [0.647, 11.037, -5.763], [1.798, 11.546, -4.624], [0.290, 8.979, -4.652], [1.058, 9.593, -3.221], [2.799, 8.237, -6.827], [4.229, 8.624, -6.029], [15.045, 5.272, -0.563], [14.941, 3.852, -1.195], [13.449, 3.310, -1.250], [12.812, 3.857, 0.415], [12.651, 2.781, 1.334], [11.782, 4.775, 0.065], [14.219, 5.071, 0.786], [14.457, 5.819, -1.301], [16.062, 5.664, -0.550], [15.592, 3.242, -0.568], [15.356, 3.925, -2.200], [13.420, 2.226, -1.138], [12.958, 3.748, -2.119], [14.912, 4.436, 1.339], [13.959, 5.907, 1.436], [9.269, -3.826, 3.281], [10.483, -4.654, 3.514], [11.082, -4.489, 4.957], [10.003, -3.381, 5.919], [10.840, -2.421, 6.640], [9.132, -4.234, 6.632], [9.105, -2.642, 4.463], [8.399, -4.474, 3.183], [9.311, -3.319, 2.317], [11.220, -4.700, 2.712], [10.125, -5.680, 3.425], [12.007, -3.911, 4.950], [11.314, -5.352, 5.582], [9.709, -1.812, 4.098], [8.149, -2.207, 4.751], [6.671, -1.646, -8.478], [8.034, -1.954, -8.130], [8.590, -3.022, -8.917], [8.602, -2.945, -10.509], [8.980, -1.619, -11.118], [9.672, -4.228, -10.738], [10.250, -4.447, -12.027], [11.747, -3.995, -12.115], [7.171, -3.520, -11.080], [6.690, -3.583, -12.432], [7.027, -2.420, -13.429], [6.532, -1.196, -9.461], [6.111, -2.580, -8.536], [6.153, -1.003, -7.766], [8.753, -1.140, -8.224], [8.025, -2.324, -7.105], [10.052, -5.509, -12.173], [9.758, -3.872, -12.811], [12.272, -3.546, -11.272], [12.475, -4.806, -12.141], [11.982, -3.325, -12.942], [7.191, -4.470, -12.819], [5.624, -3.776, -12.561], [6.297, -1.624, -13.579], [7.966, -1.936, -13.162], [7.309, -2.840, -14.395], [-7.383, -1.619, 10.680], [-6.313, -2.666, 10.254], [-6.411, -2.884, 8.830], [-5.522, -2.200, 7.682], [-5.377, -0.732, 7.617], [-6.297, -2.666, 6.327], [-5.913, -2.394, 4.978], [-7.149, -1.810, 4.262], [-4.262, -3.105, 7.752], [-3.079, -2.462, 7.346], [-2.336, -1.571, 8.357], [-7.224, -1.298, 11.710], [-7.368, -0.757, 10.013], [-8.341, -2.125, 10.792], [-5.306, -2.359, 10.535], [-6.551, -3.527, 10.879], [-5.118, -1.649, 4.971], [-5.394, -3.189, 4.443], [-7.365, -0.851, 4.733], [-6.861, -1.749, 3.212], [-8.022, -2.460, 4.314], [-2.516, -3.318, 6.975], [-3.207, -1.871, 6.439], [-1.406, -1.243, 7.891], [-2.940, -0.797, 8.829], [-2.005, -2.262, 9.132], [-6.537, 6.872, 4.471], [-7.340, 7.359, 5.702], [-8.048, 8.676, 5.427], [-8.943, 9.057, 4.111], [-9.612, 10.400, 4.106], [-9.924, 7.731, 3.855], [-11.131, 7.430, 4.529], [-12.118, 8.562, 4.270], [-7.852, 8.797, 2.941], [-8.296, 9.200, 1.649], [-7.343, 8.566, 0.656], [-5.886, 7.683, 4.144], [-5.877, 6.037, 4.703], [-7.184, 6.439, 3.708], [-8.184, 6.707, 5.931], [-6.719, 7.364, 6.598], [-11.556, 6.465, 4.254], [-10.989, 7.366, 5.608], [-11.760, 9.479, 4.737], [-12.190, 8.776, 3.204], [-13.138, 8.362, 4.598], [-9.378, 9.139, 1.526], [-7.991, 10.243, 1.565], [-7.520, 8.962, -0.344], [-6.327, 8.724, 1.018], [-7.310, 7.476, 0.632], [-7.189, -0.815, -5.673], [-8.701, -0.500, -5.832], [-9.633, -1.655, -5.524], [-11.200, -1.453, -5.580], [-11.922, -2.717, -5.054], [-11.352, -0.069, -4.683], [-12.157, 0.019, -3.543], [-12.269, 1.596, -3.400], [-11.462, -1.182, -7.113], [-12.638, -1.403, -7.909], [-12.397, -2.762, -8.641], [-6.955, -0.830, -4.609], [-7.085, -1.862, -5.957], [-6.503, -0.184, -6.238], [-8.984, 0.247, -5.090], [-8.841, 0.096, -6.734], [-13.135, -0.385, -3.807], [-11.749, -0.593, -2.738], [-12.776, 2.031, -4.260], [-13.040, 1.813, -2.662], [-11.347, 2.168, -3.289], [-13.467, -1.548, -7.216], [-12.694, -0.514, -8.537], [-13.299, -2.866, -9.245], [-11.527, -2.779, -9.297], [-12.351, -3.629, -7.983], [-2.864, -11.094, 7.740], [-3.298, -9.564, 7.609], [-2.673, -8.927, 6.441], [-1.254, -9.291, 5.768], [-1.110, -10.652, 5.300], [-0.985, -8.107, 4.629], [-0.137, -8.261, 3.577], [-1.001, -9.024, 2.565], [-0.151, -8.860, 6.951], [1.272, -8.830, 6.677], [1.751, -7.435, 7.155], [-1.800, -11.136, 7.971], [-3.421, -11.622, 8.514], [-3.032, -11.720, 6.865], [-4.356, -9.375, 7.430], [-2.921, -9.026, 8.479], [0.023, -7.257, 3.184], [0.848, -8.719, 3.658], [-1.557, -8.348, 1.917], [-0.341, -9.519, 1.853], [-1.695, -9.734, 3.014], [1.731, -9.614, 7.280], [1.539, -9.072, 5.649], [1.314, -6.569, 6.658], [1.703, -7.187, 8.216], [2.803, -7.353, 6.884], [-1.023, 1.951, 0.270], [0.026, 2.047, 1.359], [1.269, 1.858, 0.781], [2.239, 0.577, 1.223], [2.410, 0.255, 2.669], [3.598, 0.917, 0.459], [4.200, 2.221, 0.440], [4.358, 2.912, 1.706], [1.660, -0.616, 0.242], [2.351, -0.903, -1.007], [3.369, -2.020, -0.863], [-1.086, 2.980, -0.086], [-0.654, 1.365, -0.571], [-1.960, 1.654, 0.740], [-0.122, 2.916, 2.000], [-0.335, 1.295, 2.060], [5.219, 2.120, 0.068], [3.633, 2.822, -0.271], [3.460, 3.210, 2.248], [4.767, 2.096, 2.303], [5.086, 3.680, 1.968], [1.527, -1.206, -1.653], [2.660, 0.007, -1.521], [2.794, -2.926, -0.673], [3.676, -2.189, -1.895], [4.273, -1.790, -0.300]], "mulliken_charge": [-0.634, -0.580, -0.678, 1.011, -0.633, -0.618, -0.617, 0.309, 0.346, 0.333, 0.254, 0.330, 0.417, 0.330, 0.430, -0.521, -0.781, -0.613, 1.088, -0.617, -0.623, -0.768, 0.306, 0.356, 0.356, 0.357, 0.345, 0.348, 0.347, 0.420, -0.611, -0.546, -0.699, 1.058, -0.647, -0.608, -0.734, 0.330, 0.326, 0.396, 0.224, 0.311, 0.442, 0.322, 0.438, -1.111, -0.137, -0.333, 0.884, -0.674, -0.399, -0.038, -1.228, -0.310, -0.317, -0.998, 0.311, 0.294, 0.385, 0.263, 0.263, 0.425, 0.065, 0.356, 0.349, 0.325, 0.291, 0.380, 0.311, 0.290, 0.353, -1.034, -0.228, -0.286, 0.886, -0.728, -0.340, -0.220, -1.176, -0.199, -0.355, -1.125, 0.356, 0.320, 0.278, 0.273, 0.298, 0.242, 0.390, 0.277, 0.365, 0.299, 0.515, 0.224, 0.389, 0.269, 0.310, -0.860, -0.228, -0.419, 0.768, -0.720, -0.224, -0.214, -1.137, -0.131, -0.140, -1.232, 0.210, 0.443, 0.214, 0.191, 0.348, 0.335, 0.250, 0.317, 0.264, 0.388, 0.367, 0.223, 0.372, 0.299, 0.316, -1.076, -0.094, -0.369, 0.739, -0.730, -0.130, -0.260, -1.136, -0.267, -0.241, -1.100, 0.277, 0.299, 0.345, 0.232, 0.313, 0.289, 0.331, 0.301, 0.394, 0.292, 0.295, 0.312, 0.388, 0.305, 0.291, -1.065, -0.144, -0.306, 0.701, -0.665, -0.193, -0.160, -1.070, -0.257, -0.152, -1.167, 0.303, 0.369, 0.295, 0.287, 0.244, 0.337, 0.175, 0.303, 0.335, 0.297, 0.302, 0.226, 0.296, 0.330, 0.377, -1.038, -0.386, -0.229, 0.684, -0.693, -0.172, -0.206, -1.137, -0.327, -0.273, -1.029, 0.278, 0.255, 0.354, 0.411, 0.286, 0.332, 0.246, 0.276, 0.327, 0.388, 0.375, 0.311, 0.300, 0.343, 0.322]}



6.
{"formula": "C6H12O", "method": "ωB97M-V with the def2-TZVPD basis set", "homo_lumo_gap_ev": 8.24, "e_tot_ha": -310.9225, "elements": ["C", "C", "O", "C", "C", "C", "C", "H", "H", "H", "H", "H", "H", "H", "H", "H", "H", "H", "H"], "coordinates": [[-1.627, -1.735, 0.611], [-0.942, -0.761, -0.304], [0.883, -1.047, 0.338], [1.687, -0.224, -0.531], [1.392, 1.226, -0.192], [-0.068, 1.607, -0.453], [-1.045, 0.643, 0.229], [-1.353, -2.778, 0.405], [-2.692, -1.657, 0.347], [-1.541, -1.546, 1.694], [0.970, -1.964, 0.043], [2.743, -0.468, -0.363], [1.409, -0.440, -1.568], [1.645, 1.395, 0.863], [2.062, 1.857, -0.791], [-0.260, 1.587, -1.533], [-0.237, 2.635, -0.108], [-2.075, 0.948, -0.016], [-0.951, 0.721, 1.329]], "nbo_charge": [-0.745, 0.061, -0.637, -0.070, -0.423, -0.387, -0.548, 0.206, 0.244, 0.180, 0.500, 0.180, 0.195, 0.205, 0.216, 0.206, 0.204, 0.238, 0.174]}



It is found that the max |F| values, taken in the order of the records, are 4.43 6.07 10.23 4.92 5.42 0.36 eV Å⁻¹.